Below is an isolated molecule of C5H7NO2 in a non-equilibrium geometry, with properties calculated with wB97M-V/def2-TZVPD.

Each line ends with the Löwdin charge.
Cartesian coordinates (Å):
C 0.64 -1.78 0.03  -0.04
C -0.33 -0.66 -0.13  -0.33
O -1.60 -1.09 -0.28  0.03
C -0.01 0.67 0.20  -0.36
C -1.11 1.64 0.60  -0.04
N 1.23 1.15 0.10  0.07
C 2.28 0.75 -0.79  -0.12
O 2.63 0.26 -1.77  0.20
H 0.10 -2.68 0.34  0.09
H 1.13 -1.96 -0.93  0.08
H 1.39 -1.63 0.81  0.09
H -2.25 -0.35 -0.25  0.11
H -0.65 2.56 0.95  0.08
H -1.72 1.90 -0.26  0.08
H -1.75 1.22 1.37  0.08

Calculated values
- HOMO (alpha / beta): -7.248 / -7.247 eV
- Frontier orbital gap (alpha / beta): 6.650 / 6.646 eV
- Energy: -10880.4651 eV
- SMILES string: C/C(O)=C(/C)N=C=O
- ΔE to the lowest compared entry with this formula, charge and spin: 3.1523 eV
- M: 113.12 g/mol
- Charge: 0

---

Below is a structure of composition C5H7NO2 in a non-equilibrium geometry, with properties calculated with wB97M-V/def2-TZVPD.

Each line ends with the Löwdin charge.
Cartesian coordinates (Å):
C 0.69 -1.96 0.64  -0.05
C -0.22 -0.93 1.18  -0.47
C -0.63 0.47 0.67  0.02
C -0.19 1.22 -0.35  -0.34
C 1.05 0.65 -1.06  -0.13
H 0.92 -2.81 1.26  0.07
H 0.23 -2.02 -0.40  0.10
H 1.88 -1.72 0.24  0.14
H -1.33 0.77 1.45  0.12
H 0.40 2.91 -1.01  0.19
H -1.48 2.91 -0.48  0.07
H 2.22 1.40 -1.21  0.21
N -0.78 2.43 -1.09  0.05
O -1.01 -1.42 1.90  0.08
O 0.81 -0.47 -1.73  -0.06

Calculated values
- HOMO: -9.707 eV
- Frontier orbital gap: 9.241 eV
- Energy: -10877.6108 eV
- ΔE to the lowest compared entry with this formula, charge and spin: 6.0066 eV
- M: 113.12 g/mol
- Charge: 0

---

Below is an isolated molecule of C5H7NO2 in a non-equilibrium geometry, with properties calculated with wB97M-V/def2-TZVPD.

Each line ends with the Löwdin charge.
Cartesian coordinates (Å):
C 0.65 -1.91 0.04  0.08
C 0.13 -0.71 -0.18  -0.22
C 0.73 0.58 -0.71  -0.10
C -0.53 1.34 -0.14  -0.05
C -1.20 -0.09 0.39  -0.48
O -1.20 -0.33 1.68  0.03
N -2.62 0.13 -0.08  0.07
O -3.41 0.03 0.83  0.01
H -0.01 -2.59 0.55  0.07
H 1.67 -2.17 -0.22  0.07
H 1.76 0.92 -0.31  0.14
H 0.65 0.74 -1.77  0.09
H -1.00 1.91 -0.91  0.09
H -0.55 1.98 0.69  0.09
H -2.23 -0.43 1.77  0.10

Calculated values
- HOMO: -9.444 eV
- Frontier orbital gap: 8.986 eV
- Energy: -10878.5260 eV
- SMILES string: C=C1CC[C@@]1(O)N=O
- ΔE to the lowest compared entry with this formula, charge and spin: 5.0914 eV
- M: 113.12 g/mol
- Charge: 0

---

Below is an isolated molecule of C5H7NO2 in a non-equilibrium geometry, with properties calculated with wB97M-V/def2-TZVPD.

Each line ends with the Löwdin charge.
Cartesian coordinates (Å):
C -0.41 -2.86 -0.08  0.13
C 0.09 -1.76 -0.16  -0.09
C 1.44 -0.90 -0.50  -0.15
N 1.35 0.11 0.48  0.02
C -0.08 0.39 0.68  -0.58
O -0.48 0.61 1.80  0.12
O -0.60 0.91 -0.47  -0.07
C -1.31 2.14 -0.31  -0.05
H -0.86 -3.82 -0.05  0.03
H 1.20 -0.50 -1.48  0.11
H 2.35 -1.51 -0.43  0.12
H 1.78 -0.12 1.37  0.13
H -0.61 2.96 -0.07  0.10
H -1.81 2.31 -1.26  0.09
H -2.06 2.04 0.49  0.09

Calculated values
- HOMO: -9.656 eV
- Frontier orbital gap: 9.943 eV
- Energy: -10879.9252 eV
- SMILES string: C#CCNC(=O)OC
- ΔE to the lowest compared entry with this formula, charge and spin: 3.6922 eV
- M: 113.12 g/mol
- Charge: 0

---

Below is a structure of composition C5H7NO2 in a non-equilibrium geometry, with properties calculated with wB97M-V/def2-TZVPD.

Each line ends with the Löwdin charge.
Cartesian coordinates (Å):
C 0.38 -0.77 -0.21  -0.21
C 0.68 -1.92 0.69  -0.05
N -0.96 -0.59 -0.56  0.01
C 0.30 1.08 0.48  -0.50
O 1.18 1.86 -0.22  0.06
C -1.20 0.74 -0.62  -0.28
C -1.96 1.65 -1.06  0.19
O 0.13 1.19 1.67  0.08
H 1.56 2.50 0.41  0.12
H -1.52 -1.28 -1.05  0.15
H 1.12 -0.49 -0.96  0.12
H 0.36 -1.68 1.70  0.09
H 1.75 -2.16 0.70  0.08
H 0.12 -2.81 0.38  0.08
H -1.95 2.68 -1.35  0.04

Calculated values
- HOMO (alpha / beta): -8.332 / -8.330 eV
- Frontier orbital gap (alpha / beta): 7.430 / 7.433 eV
- Energy: -10878.4502 eV
- ΔE to the lowest compared entry with this formula, charge and spin: 5.1672 eV
- M: 113.12 g/mol
- Charge: 0

---

Below is a structure of composition C5H7NO2S in a non-equilibrium geometry, with properties calculated with wB97M-V/def2-TZVPD.

Each line ends with the Löwdin charge.
Cartesian coordinates (Å):
C -1.78 -0.89 0.28  -0.15
C -0.88 -0.93 -1.87  -0.30
C -0.69 -0.49 -0.60  -0.28
C 2.01 0.57 1.55  -0.10
C 0.39 0.37 -0.14  -0.42
N -2.65 -1.60 -0.41  -0.39
O 0.12 1.75 -0.37  0.00
O 0.82 -0.01 1.13  -0.12
S -2.38 -1.82 -1.95  0.99
H -1.98 -0.57 1.29  0.12
H -0.28 -0.85 -2.71  0.05
H 2.02 1.51 1.07  0.07
H 2.91 -0.01 1.47  0.08
H 1.81 0.74 2.65  0.12
H 1.37 0.30 -1.12  0.23
H -0.81 1.94 -0.27  0.10

Calculated values
- HOMO: -9.638 eV
- Frontier orbital gap: 10.324 eV
- Energy: -21716.4591 eV
- ΔE to the lowest compared entry with this formula, charge and spin: 2.0896 eV
- M: 145.18 g/mol
- Charge: 0

---

Below is an isolated molecule of C5H7NO2S in a non-equilibrium geometry, with properties calculated with wB97M-V/def2-TZVPD.

Each line ends with the Löwdin charge.
Cartesian coordinates (Å):
C 1.96 -1.12 -0.36  -0.02
C 0.83 -1.84 -0.44  0.02
C -0.44 -2.12 -0.15  -0.38
O -1.08 -3.23 -0.14  0.14
O -1.35 -1.01 -0.07  -0.01
C -1.20 0.26 0.25  -0.92
S -2.52 1.03 0.86  0.69
N -0.17 1.02 -0.07  -0.08
C 0.10 2.44 -0.01  -0.11
H 2.11 -0.26 -1.06  0.08
H 2.45 -1.10 0.62  0.07
H -1.91 -3.12 0.37  0.16
H 0.85 0.51 0.20  0.17
H 0.09 2.93 -0.97  0.08
H -0.77 2.88 0.58  0.06
H 1.03 2.73 0.40  0.07

Calculated values
- HOMO: -8.303 eV
- Frontier orbital gap: 8.244 eV
- Energy: -21714.1374 eV
- SMILES string: C=C=C(O)OC(=S)NC
- ΔE to the lowest compared entry with this formula, charge and spin: 4.4113 eV
- M: 145.18 g/mol
- Charge: 0

---

Below is a cluster of 2 separate species, C5H7NO2S in total in a non-equilibrium geometry, with properties calculated with wB97M-V/def2-TZVPD.

Each line ends with the Löwdin charge.
Cartesian coordinates (Å):
C 1.84 -0.39 -2.07  0.13
C 1.63 -0.12 -0.92  -0.17
C 2.97 0.59 0.97  -0.01
C 1.82 0.34 0.42  -0.25
C -1.79 0.82 -0.11  -0.35
N -2.69 -1.25 0.80  -0.20
O -2.83 -0.81 -1.67  -0.51
O -1.57 1.59 0.80  0.02
S -3.33 -0.27 -0.44  0.88
H 1.93 -0.77 -3.07  0.04
H 2.96 1.05 2.09  0.12
H 3.95 0.44 0.46  0.08
H 0.84 0.45 0.97  0.09
H -1.08 0.56 -0.75  0.03
H -2.98 -1.01 1.74  0.05
H -1.66 -1.21 0.79  0.05

Calculated values
- HOMO: -9.412 eV
- Frontier orbital gap: 9.585 eV
- Energy: -21713.5273 eV
- ΔE to the lowest compared entry with this formula, charge and spin: 5.0214 eV
- M: 145.18 g/mol
- Charge: 0

---

Below is an isolated molecule of C5H7NO3 in a non-equilibrium geometry, with properties calculated with wB97M-V/def2-TZVPD.

Each line ends with the Löwdin charge.
Cartesian coordinates (Å):
C -2.55 0.11 0.05  0.15
C -1.29 0.00 -0.37  -0.17
C -0.93 -0.11 -1.81  -0.16
O 0.27 -0.10 -2.14  0.03
C -0.27 0.31 0.65  -0.36
O -0.52 0.95 1.71  0.03
N 1.04 -0.11 0.43  -0.12
C 1.68 -1.34 -0.04  -0.03
O 1.96 0.59 1.26  0.01
H -3.47 -0.01 -0.55  0.10
H -2.67 0.25 1.05  0.05
H -1.71 -0.41 -2.50  0.12
H 2.50 -1.55 0.70  0.11
H 0.99 -2.20 -0.13  0.09
H 2.12 -1.31 -1.06  0.08
H 1.46 0.70 2.07  0.08

Calculated values
- HOMO: -9.121 eV
- Frontier orbital gap: 8.610 eV
- Energy: -12927.8678 eV
- SMILES string: C=C(C=O)C(=O)N(C)O
- ΔE to the lowest compared entry with this formula, charge and spin: 4.3161 eV
- M: 129.12 g/mol
- Charge: 0

---

Below is an isolated molecule of C5H7NO3 in a non-equilibrium geometry, with properties calculated with wB97M-V/def2-TZVPD.

Each line ends with the Löwdin charge.
Cartesian coordinates (Å):
C -0.31 -1.72 -1.76  0.01
C -0.79 0.76 1.46  -0.59
C 0.46 0.39 -0.46  -0.30
C 0.37 -1.49 -0.59  -0.44
N -0.67 0.97 2.79  0.20
C 1.23 1.07 -1.32  0.14
O 0.45 0.77 0.87  0.03
O -1.82 0.71 0.83  0.11
O 0.67 -2.01 0.44  0.12
H 0.22 0.83 3.23  0.12
H -1.51 0.95 3.35  0.12
H -0.62 -0.16 -0.91  0.20
H -0.59 -2.73 -2.02  0.06
H -0.22 -1.03 -2.58  0.05
H 1.33 0.76 -2.35  0.08
H 1.80 1.93 -0.99  0.08

Calculated values
- HOMO (alpha / beta): -8.609 / -8.609 eV
- Frontier orbital gap (alpha / beta): 8.278 / 8.278 eV
- Energy: -12927.5887 eV
- ΔE to the lowest compared entry with this formula, charge and spin: 4.5953 eV
- M: 129.12 g/mol
- Charge: 0

---

Below is a structure of composition C5H7NO3 in a non-equilibrium geometry, with properties calculated with wB97M-V/def2-TZVPD.

Each line ends with the Löwdin charge.
Cartesian coordinates (Å):
C -1.65 -1.42 0.40  -0.14
C -1.69 0.05 -0.53  -0.11
C -0.10 0.12 -0.60  -0.26
C 1.91 -0.29 -0.02  -0.31
C 0.56 1.22 -0.21  -0.32
H -2.74 -2.07 1.01  0.16
H -1.31 -1.08 1.38  0.01
H -0.74 -2.04 -0.03  0.08
H -2.40 -0.13 -1.55  0.13
H -2.23 1.20 0.23  0.22
H 3.90 -0.19 0.04  0.03
H 0.61 2.89 0.53  0.14
N 1.88 0.97 0.19  0.21
O 0.84 -0.91 -0.66  0.08
O 3.27 -0.81 -0.11  0.09
O -0.11 2.47 -0.06  0.00

Calculated values
- HOMO: -8.773 eV
- Frontier orbital gap: 9.240 eV
- Energy: -12924.7616 eV
- ΔE to the lowest compared entry with this formula, charge and spin: 7.4223 eV
- M: 129.12 g/mol
- Charge: 0

---

Below is an isolated molecule of C5H7NO4 in a non-equilibrium geometry, with properties calculated with wB97M-V/def2-TZVPD.

Each line ends with the Löwdin charge.
Cartesian coordinates (Å):
N 1.88 -0.62 2.19  0.13
C 1.35 -0.91 0.99  -0.47
O 2.17 -0.82 0.06  0.05
C -0.14 -0.65 0.78  -0.21
C -0.55 0.81 1.03  -0.10
O -0.38 1.40 -0.25  -0.03
C -0.58 0.41 -1.22  -0.32
C -1.99 0.53 -1.79  -0.16
O -2.21 0.72 -2.96  0.09
O -0.48 -0.84 -0.58  -0.01
H 1.47 -1.07 3.00  0.11
H 2.90 -0.29 1.92  0.19
H -0.73 -1.34 1.40  0.16
H 0.09 1.34 1.75  0.13
H -1.59 0.87 1.36  0.13
H 0.18 0.52 -2.01  0.18
H -2.81 0.44 -1.05  0.14

Calculated values
- HOMO: -9.674 eV
- Frontier orbital gap: 10.164 eV
- Energy: -14976.8226 eV
- SMILES string: NC(=O)[C@H]1CO[C@H](C=O)O1
- ΔE to the lowest compared entry with this formula, charge and spin: 1.3594 eV
- M: 145.11 g/mol
- Charge: 0

---

Below is an isolated molecule of C5H7NO4 in a non-equilibrium geometry, with properties calculated with wB97M-V/def2-TZVPD.

Each line ends with the Löwdin charge.
Cartesian coordinates (Å):
C -0.24 -2.24 0.48  -0.24
C -1.40 -2.23 0.77  0.13
C 1.33 -1.34 -0.97  -0.13
C 1.65 0.11 -0.55  -0.14
C -0.13 1.38 0.33  -0.16
N -1.29 1.91 0.18  -0.31
O -1.87 2.31 1.41  0.05
O -1.95 2.15 -0.83  0.07
O 1.02 -2.18 0.14  -0.04
O 0.58 1.00 -0.76  -0.03
H -2.40 -2.31 1.07  0.02
H -2.73 2.71 1.18  0.12
H 0.50 -1.33 -1.69  0.14
H 2.21 -1.79 -1.43  0.13
H 1.97 0.12 0.50  0.13
H 2.47 0.48 -1.18  0.13
H 0.27 1.25 1.33  0.13

Calculated values
- HOMO (alpha / beta): -5.314 / -9.503 eV
- Frontier orbital gap (alpha / beta): 6.121 / 8.364 eV
- Energy: -14968.4593 eV
- Expectation value of S²: 2.0069
- ΔE to the lowest compared entry with this formula, charge and spin: 4.1641 eV
- M: 145.11 g/mol
- 2S+1: 3
- Charge: 0

---

Below is an isolated molecule of C5H7NO4S in a non-equilibrium geometry, with properties calculated with wB97M-V/def2-TZVPD.

Each line ends with the Löwdin charge.
Cartesian coordinates (Å):
C -2.13 -1.16 0.97  -0.05
O -2.44 -0.26 -0.05  0.02
C -1.58 0.75 -0.26  -0.61
O -1.77 1.60 -1.07  0.18
O -0.45 0.71 0.50  -0.15
S 1.08 1.02 0.01  0.87
C 0.94 0.59 -1.68  -0.09
O 1.37 2.41 0.11  -0.28
C 2.08 0.13 1.02  -0.24
C 1.99 -1.20 0.69  -0.38
N 1.83 -2.29 0.31  0.13
H -1.02 -1.28 0.92  0.09
H -2.61 -2.15 0.72  0.12
H -2.45 -0.84 1.98  0.11
H 0.82 1.47 -2.31  0.11
H 1.76 0.01 -2.05  0.09
H 0.12 -0.01 -1.68  0.03
H 2.44 0.49 1.86  0.03

Calculated values
- HOMO: -9.117 eV
- Frontier orbital gap: 9.542 eV
- Energy: -25809.9472 eV
- SMILES string: COC(=O)O[S@@](C)(=O)=CC#N
- ΔE to the lowest compared entry with this formula, charge and spin: 2.8074 eV
- M: 177.18 g/mol
- Charge: 0

---

Below is an isolated molecule of C5H7NOS in a non-equilibrium geometry, with properties calculated with wB97M-V/def2-TZVPD.

Each line ends with the Löwdin charge.
Cartesian coordinates (Å):
C 0.44 -1.23 1.63  0.00
C 1.45 -0.64 0.96  -0.16
C 1.48 -0.86 -0.51  -0.13
C 0.53 -0.49 -1.39  -0.22
N -0.69 0.03 -1.25  0.07
C -1.18 1.07 -0.74  -0.74
O -2.53 1.16 -0.53  -0.02
S -0.37 2.62 -0.32  0.81
H 0.14 -1.08 2.67  0.05
H -0.19 -2.02 1.27  0.05
H 2.17 0.12 1.27  0.10
H 2.31 -1.42 -0.94  0.09
H 0.67 -0.82 -2.44  0.12
H -2.81 0.38 -0.05  0.10
H -1.41 3.18 0.35  -0.12

Calculated values
- HOMO: -8.434 eV
- Frontier orbital gap: 8.972 eV
- Energy: -19668.9665 eV
- SMILES string: C=C/C=C\N=C(\O)S
- ΔE to the lowest compared entry with this formula, charge and spin: 2.6363 eV
- M: 129.18 g/mol
- Charge: 0

---

Below is a cluster of 2 separate species, C5H7NOS in total in a non-equilibrium geometry, with properties calculated with wB97M-V/def2-TZVPD.

Each line ends with the Löwdin charge.
Cartesian coordinates (Å):
C 0.42 -0.04 -2.15  -0.30
C -1.35 -1.58 -1.41  -0.43
C -0.18 -0.73 -1.06  -0.60
C 1.43 0.93 0.76  -0.03
C -0.07 0.57 0.52  -0.23
N 0.86 0.63 -2.98  0.17
O -0.93 1.64 0.22  -0.01
S 0.11 -2.54 -0.93  0.85
H -2.25 -1.69 -0.80  0.08
H -1.63 -1.57 -2.43  0.07
H 1.69 1.31 -0.20  0.05
H 2.06 -0.01 0.91  0.11
H 1.33 1.70 1.56  0.10
H -0.56 -0.16 1.13  0.10
H -0.70 1.82 -0.70  0.09

Calculated values
- HOMO: -9.186 eV
- Frontier orbital gap: 9.797 eV
- Energy: -19668.2668 eV
- ΔE to the lowest compared entry with this formula, charge and spin: 3.3359 eV
- M: 129.18 g/mol
- Charge: 0